# 1
Below is a molecular structure, C57H40I2NO2P2STl at a distorted geometry, with properties calculated with the ωB97M-V functional and the def2-TZVPD basis.

The total energy comes out at -4249.62633 a.u. As for the net charge: +2. Its largest force on an atom is 1.935 eV Å⁻¹.

Structure (XYZ):
```
106
Properties=species:S:1:pos:R:3:forces:R:3:lowdin_charge:R:1
Tl -13.47406 14.89353 7.90436 -0.432 -0.559 -0.293 0.955
O -15.71800 15.66184 8.03196 -0.637 0.011 -0.032 -0.640
S -17.69150 14.60297 9.69537 -0.088 0.248 -0.174 0.998
C -18.86461 13.28374 9.61006 0.097 -0.763 -0.166 -0.449
C -20.20005 13.50876 9.40965 -1.198 -0.260 -0.046 -0.076
C -21.22708 12.49606 9.46103 1.612 1.055 -0.176 0.006
C -20.82180 11.23253 9.71277 -0.519 -0.559 0.168 -0.168
C -21.61669 9.95581 9.89718 0.285 0.037 0.365 -0.084
C -20.53067 8.85887 10.11119 -0.356 0.223 -0.192 -0.092
C -19.21871 9.58509 10.08941 0.352 0.147 -0.044 -0.139
C -17.92586 9.13759 10.21232 0.138 -0.313 -0.131 -0.004
C -16.87307 10.03861 9.99631 0.204 0.153 0.303 -0.094
C -17.03158 11.38352 9.73980 -0.817 0.449 -0.123 -0.299
P -15.52334 12.29868 9.20312 -0.114 -0.006 0.063 1.044
C -14.30927 11.96150 10.54123 -0.240 0.468 -0.076 -0.378
C -14.72358 11.92563 11.87784 0.781 -0.211 -0.076 -0.085
C -13.78540 12.00587 12.91037 -0.254 -0.163 -0.179 -0.079
C -12.43494 12.16567 12.61709 0.181 -0.096 0.241 -0.093
C -12.01308 12.21975 11.28663 -0.589 -0.134 0.519 -0.088
C -12.94735 12.10544 10.26546 0.501 0.119 -0.337 -0.143
C -14.88833 11.38369 7.73210 0.001 0.185 0.175 -0.385
C -15.28821 11.91199 6.49909 -0.104 0.030 -0.289 -0.130
C -14.81166 11.37606 5.30477 0.068 -0.492 0.009 -0.069
C -13.90677 10.30646 5.34063 -0.459 0.364 0.377 -0.069
C -13.50320 9.77934 6.56057 -0.311 0.122 0.142 -0.062
C -14.00177 10.31077 7.75325 0.177 0.034 -0.465 -0.093
C -18.39059 11.92220 9.72025 -0.242 -0.602 0.195 -0.125
C -19.44975 10.95625 9.84345 1.455 0.457 -0.085 -0.078
C -18.67282 16.01101 10.18113 0.332 -0.015 -0.298 -0.449
C -19.47007 15.91832 11.28729 -0.872 -0.346 0.888 -0.083
C -20.25321 16.98236 11.80855 0.341 -0.009 0.113 0.003
C -20.12005 18.21038 11.23623 0.115 -0.343 -0.631 -0.150
C -20.76932 19.52138 11.58422 0.695 0.052 -0.282 -0.094
C -20.18154 20.49979 10.54358 0.309 0.599 -0.077 -0.093
C -19.31667 19.67141 9.61478 -0.178 0.030 -0.571 -0.121
C -18.61513 20.01820 8.47274 -0.283 -0.403 0.803 0.015
C -17.81902 19.00549 7.91972 -0.094 -0.083 0.187 -0.106
C -17.75628 17.69674 8.37671 0.008 -0.413 0.158 -0.206
P -16.42462 16.88551 7.48201 1.300 -0.260 -0.237 0.818
C -16.79774 16.66612 5.73275 -0.187 -0.223 -0.043 -0.263
C -16.00990 15.76030 5.01346 -0.084 0.146 0.066 -0.088
C -16.19522 15.55802 3.65213 -0.254 0.412 0.301 -0.051
C -17.18916 16.28390 2.99580 0.111 -0.140 1.001 -0.043
C -18.00801 17.15337 3.71868 0.292 -0.235 -0.286 -0.052
C -17.81815 17.34591 5.07410 -0.067 -0.015 0.314 -0.063
C -15.00870 18.03268 7.58731 -0.102 0.419 0.418 -0.276
C -14.10060 18.26252 6.55872 -0.218 0.163 0.533 -0.066
C -12.87365 18.85344 6.82175 -0.122 -0.245 0.476 -0.056
C -12.53996 19.15915 8.13069 0.325 0.203 -0.054 -0.085
C -13.44057 18.95978 9.17175 0.057 0.395 0.163 -0.085
C -14.68408 18.43035 8.89299 0.284 -0.176 -0.424 -0.087
C -18.56354 17.26137 9.50302 0.301 0.942 -0.296 -0.115
C -19.29631 18.33065 10.07540 -0.262 0.206 0.595 -0.070
H -20.56727 14.51190 9.21321 0.268 0.005 0.156 0.109
H -22.23560 12.80504 9.29337 -0.515 -0.049 -0.014 0.112
H -22.26118 9.75165 9.05076 -0.043 -0.053 -0.232 0.118
H -22.27437 10.02524 10.77260 0.144 0.047 -0.146 0.124
H -20.54619 8.11042 9.32905 -0.063 -0.181 -0.240 0.122
H -20.71090 8.33615 11.03491 0.113 -0.246 0.441 0.117
H -17.62484 8.10463 10.38519 -0.500 0.122 0.060 0.122
H -15.85477 9.65903 10.08151 -0.177 -0.048 -0.205 0.107
H -15.75580 11.75023 12.10625 -0.432 0.085 0.096 0.101
H -14.13291 11.87699 13.93461 0.188 0.138 -0.154 0.111
H -11.69330 12.16190 13.42270 -0.293 0.103 -0.279 0.108
H -10.96057 12.29689 11.08985 0.312 0.000 -0.269 0.100
H -12.58821 12.10797 9.22845 -0.215 0.028 0.358 0.089
H -16.01363 12.72896 6.48119 0.190 -0.110 -0.009 0.099
H -15.17819 11.71584 4.33483 0.113 0.119 0.341 0.109
H -13.56060 9.85900 4.42707 0.125 -0.030 -0.245 0.105
H -12.83995 8.92349 6.57761 0.049 0.077 0.075 0.110
H -13.66112 9.90466 8.68972 -0.002 -0.154 0.242 0.100
H -19.54970 14.94331 11.78475 0.100 0.393 -0.220 0.123
H -20.90311 16.86591 12.67307 0.196 -0.291 -0.128 0.125
H -20.55713 19.82531 12.60722 0.122 -0.001 0.048 0.125
H -21.83742 19.46913 11.50732 -0.638 -0.139 -0.114 0.118
H -19.53710 21.24727 11.02175 -0.107 -0.068 0.006 0.127
H -20.95124 21.07937 10.02296 0.126 -0.225 -0.062 0.128
H -18.59551 21.00808 8.03631 -0.098 0.020 0.153 0.123
H -17.15021 19.28514 7.11819 -0.019 0.121 -0.184 0.107
H -15.26060 15.19660 5.54129 0.202 -0.191 0.066 0.057
H -15.57704 14.83845 3.13259 -0.037 0.052 -0.093 0.111
H -17.34791 16.11460 1.95871 -0.174 0.040 -0.704 0.104
H -18.80696 17.67145 3.22498 -0.223 0.154 -0.209 0.110
H -18.48716 17.98669 5.64296 0.081 -0.028 -0.232 0.104
H -14.35948 18.00689 5.56315 -0.209 -0.270 -0.845 0.103
H -12.17174 19.04741 6.03028 0.089 0.038 -0.201 0.115
H -11.56528 19.58827 8.30762 0.085 0.123 0.201 0.108
H -13.21168 19.28496 10.19363 0.037 -0.158 -0.399 0.116
H -15.38224 18.28853 9.69572 -0.361 -0.072 0.236 0.110
I -8.29548 16.65707 9.28706 -0.061 0.040 0.372 1.197
C -9.80603 16.62629 10.66804 0.536 0.180 -1.162 -0.586
C -9.65382 16.98882 11.95582 0.458 0.029 0.132 -0.218
C -10.73810 16.86300 12.83001 -0.393 0.146 1.392 -0.557
I -10.31909 17.41507 14.77090 -0.185 -0.127 -0.315 1.215
C -12.04288 16.38546 12.46883 -0.166 0.138 -0.526 -0.196
C -13.13970 16.20281 13.32663 0.659 0.103 1.069 0.004
C -14.34003 15.77178 12.82790 -0.430 -0.214 0.247 0.015
C -14.46803 15.56450 11.45958 0.506 -0.020 0.229 -0.038
N -13.44215 15.73024 10.62148 0.243 0.097 -0.107 0.132
C -12.27816 16.11912 11.11144 -0.002 -0.034 -0.547 -0.139
C -11.14968 16.26963 10.10750 -0.159 -0.314 1.229 -0.371
O -11.27616 16.08574 8.93775 -0.207 0.151 -0.617 -0.065
H -8.69866 17.33990 12.33387 -0.140 -0.089 -0.060 0.099
H -13.00518 16.37037 14.40435 -0.158 -0.069 -0.523 0.095
H -15.17733 15.54936 13.49085 0.225 0.218 -0.225 0.139
H -15.40159 15.24037 11.04473 -0.396 -0.192 -0.374 0.076
```
Forces are in eV/Å.



# 2
Below is a molecular structure, C57H42BiN2O2P2S3 at a distorted geometry, with properties calculated with the ωB97M-V functional and the def2-TZVPD basis.

As for the net charge: +1. Its largest force on an atom is 1.554 eV Å⁻¹. As for the energy above the lowest of the compared OMol25 structures with the same formula, charge and spin: 0.0 kJ/mol.

Structure (XYZ):
```
109
Properties=species:S:1:pos:R:3:forces:R:3:lowdin_charge:R:1
Bi -1.74378 -0.83101 0.39901 0.042 -0.008 -0.021 1.211
O 0.83335 -0.75258 0.68131 -0.225 -0.633 0.448 -0.714
S 1.32900 0.50292 0.02601 -0.077 0.801 -0.433 0.879
C 2.80662 0.11324 -0.86754 0.608 0.250 -0.229 -0.302
C 4.08530 0.31130 -0.36099 -1.036 0.079 0.778 -0.047
C 5.24850 0.18966 -1.11764 0.352 0.087 -0.561 -0.002
C 5.10826 -0.07107 -2.45627 0.294 -0.216 -0.477 -0.125
C 6.13218 -0.23399 -3.58636 -0.198 0.902 0.266 -0.084
C 5.30349 -0.49261 -4.86312 -0.209 -0.400 -0.104 -0.099
C 3.87918 -0.56440 -4.37743 -0.127 0.158 0.322 -0.141
C 2.71255 -0.84961 -5.02562 0.369 0.389 -0.639 0.004
C 1.51336 -0.81436 -4.29748 -0.044 -0.504 -0.562 -0.095
C 1.41377 -0.56929 -2.94861 -0.501 0.052 -0.097 -0.277
P -0.37089 -0.67190 -2.39393 0.279 -0.071 0.063 1.031
C -1.10996 0.55821 -3.54619 -0.166 -0.332 0.173 -0.365
C -2.17423 0.29187 -4.40707 0.016 0.498 -0.195 -0.068
C -2.68985 1.32711 -5.20572 -0.048 -0.326 -0.091 -0.062
C -2.14515 2.59675 -5.13201 0.290 0.519 -0.139 -0.087
C -1.07782 2.86324 -4.26674 -0.240 -0.399 -0.156 -0.074
C -0.57080 1.84755 -3.47516 0.172 0.076 -0.076 -0.104
C -0.96230 -2.35960 -2.87610 -0.644 1.070 0.364 -0.363
C -0.15871 -3.42452 -3.22489 0.560 0.032 -0.248 -0.096
C -0.71106 -4.66506 -3.40064 -1.075 -1.107 -0.179 -0.066
C -2.08910 -4.86181 -3.21330 0.629 -1.012 -0.277 -0.074
C -2.91012 -3.82138 -2.87081 -0.217 0.377 0.097 -0.088
C -2.33965 -2.57107 -2.69097 -0.197 0.640 0.217 -0.160
C 2.61327 -0.22687 -2.24996 0.430 -0.112 0.404 -0.128
C 3.82627 -0.25359 -2.99621 -0.815 -0.545 -0.131 -0.076
C 1.84794 1.63224 1.31638 0.078 -0.018 -0.660 -0.320
C 2.47366 2.75612 0.79615 -0.328 -0.630 -0.714 -0.077
C 3.13261 3.68001 1.60791 0.007 0.137 -0.648 -0.009
C 3.18523 3.43844 2.93926 0.082 -0.071 1.017 -0.138
C 3.92062 4.14239 4.06664 -0.071 -0.240 -0.051 -0.077
C 3.50563 3.39283 5.36488 -0.126 -0.128 -0.907 -0.083
C 2.58897 2.30194 4.87821 0.130 0.197 0.280 -0.145
C 1.91763 1.35287 5.58244 -0.026 -0.009 -0.288 0.010
C 1.02581 0.54800 4.84969 -0.558 -0.416 0.833 -0.084
C 0.83462 0.55427 3.48625 0.110 -0.041 0.267 -0.259
P -0.66873 -0.43364 3.07148 -0.245 -0.244 -0.224 0.992
C -0.30801 -2.16901 3.57089 -0.226 0.237 0.141 -0.360
C -1.38544 -3.05625 3.73832 0.526 0.136 -0.156 -0.104
C -1.13105 -4.39298 4.01108 -0.294 0.369 -0.261 -0.077
C 0.15835 -4.87408 4.06384 0.356 0.020 0.374 -0.088
C 1.22611 -3.99837 3.95886 0.143 -0.164 -0.208 -0.070
C 0.99323 -2.65415 3.71650 0.212 0.174 -0.092 -0.084
C -2.00509 0.16997 4.18033 -0.037 0.494 -0.197 -0.352
C -2.65093 1.36619 3.78967 0.527 -0.543 0.128 -0.105
C -3.65479 1.90310 4.56808 -0.293 0.223 -0.193 -0.072
C -4.07299 1.23871 5.70815 -0.032 -0.150 0.616 -0.071
C -3.44042 0.07136 6.12426 -0.037 -0.077 0.040 -0.065
C -2.41183 -0.46069 5.35602 0.229 0.313 0.070 -0.102
C 1.67449 1.43395 2.71437 0.168 0.566 0.123 -0.094
C 2.45554 2.36494 3.47638 -0.498 -0.838 -0.233 -0.068
H 4.14750 0.61493 0.68678 0.146 -0.126 -0.291 0.121
H 6.22116 0.36958 -0.68370 0.012 -0.078 0.152 0.122
H 6.83314 -1.04105 -3.39470 0.131 0.056 0.141 0.121
H 6.67332 0.71848 -3.70352 0.143 -0.459 0.177 0.128
H 5.59479 -1.41894 -5.37297 -0.046 0.137 0.151 0.127
H 5.41846 0.30296 -5.60142 -0.005 0.039 0.077 0.126
H 2.70578 -1.01308 -6.10887 -0.117 -0.130 0.461 0.130
H 0.61404 -1.05512 -4.85852 -0.006 0.111 0.094 0.115
H -2.58162 -0.70635 -4.50706 0.002 0.029 0.076 0.096
H -3.49798 1.13248 -5.92117 0.313 -0.002 0.398 0.119
H -2.50567 3.41265 -5.76621 -0.030 -0.403 0.234 0.115
H -0.64364 3.85201 -4.23208 -0.005 0.064 0.013 0.112
H 0.29700 2.04220 -2.84416 -0.227 -0.039 0.013 0.106
H 0.89976 -3.31714 -3.39440 0.199 0.244 0.067 0.108
H -0.11473 -5.51225 -3.73030 0.054 0.198 0.183 0.115
H -2.54040 -5.84649 -3.33386 0.316 0.136 -0.087 0.116
H -3.97793 -3.99639 -2.75558 0.195 0.226 0.063 0.124
H -3.00190 -1.75028 -2.38511 0.332 -0.173 -0.126 0.072
H 2.49553 2.86690 -0.31653 0.048 -0.009 1.079 0.138
H 3.60885 4.51295 1.13560 0.287 0.426 -0.038 0.119
H 3.66152 5.19101 4.11271 -0.034 0.302 -0.033 0.119
H 4.99351 4.07467 3.89819 0.094 0.075 -0.001 0.123
H 3.02532 4.02753 6.08470 -0.409 0.431 0.250 0.118
H 4.34653 2.97425 5.88058 0.612 -0.299 0.203 0.117
H 2.00231 1.25324 6.65747 -0.057 -0.009 -0.061 0.126
H 0.36961 -0.09659 5.44790 0.301 0.151 -0.212 0.110
H -2.40916 -2.71678 3.64189 -0.007 0.040 0.015 0.112
H -1.95425 -5.06185 4.14282 -0.390 -0.311 0.022 0.110
H 0.33777 -5.92354 4.22753 0.007 -0.179 0.059 0.111
H 2.24685 -4.37332 4.02865 -0.234 0.151 0.019 0.114
H 1.86010 -2.00758 3.63135 -0.212 0.173 -0.074 0.109
H -2.35775 1.89309 2.89203 0.093 -0.112 -0.028 0.036
H -4.11876 2.84191 4.25668 0.071 -0.333 0.171 0.117
H -4.86547 1.64054 6.32608 -0.038 0.084 -0.088 0.109
H -3.72132 -0.42333 7.06293 0.041 0.265 -0.490 0.117
H -1.87777 -1.32085 5.72207 0.022 -0.305 -0.035 0.099
S -4.26173 -0.32701 -0.06768 -0.345 -0.507 -0.152 0.481
C -4.17745 1.17073 -0.97365 0.426 0.397 0.329 -0.685
C -5.16106 1.48375 -1.90609 -0.139 -0.667 -0.019 -0.052
C -5.04673 2.59243 -2.71484 0.182 0.378 -0.050 -0.192
C -5.93054 2.81060 -3.82035 -0.329 0.095 -0.234 -0.167
N -6.60743 3.00773 -4.72986 0.148 -0.118 0.211 0.190
C -4.00527 3.49088 -2.48959 0.414 0.820 0.016 -0.186
C -3.06702 3.27112 -1.48445 -0.004 -0.391 -0.025 -0.052
C -3.11369 2.07350 -0.77239 0.192 -0.303 0.037 -0.622
S -1.77720 1.67179 0.33437 0.096 0.866 -0.268 0.502
C -3.80196 4.65421 -3.32605 -0.061 -0.271 0.181 -0.181
N -3.53899 5.56095 -3.98119 -0.074 -0.008 0.019 0.193
H -5.98281 0.79911 -2.07055 0.031 -0.032 0.044 0.124
H -2.27334 4.00005 -1.32180 -0.166 -0.288 -0.067 0.129
C -0.40341 -4.24821 0.53609 0.120 -0.069 -0.712 -0.137
O -1.80525 -3.98080 0.44847 -0.114 0.180 -0.297 -0.193
H -0.03383 -4.79637 -0.35036 -0.198 0.245 0.355 0.090
H -0.23862 -4.85605 1.40933 0.108 -0.170 0.301 0.060
H 0.17311 -3.31998 0.63477 -0.038 -0.046 -0.018 0.054
H -2.09416 -4.07418 -0.47153 0.135 -0.047 0.223 0.042
```
Forces are in eV/Å.



Question: The lowest largest force on an atom belongs to which entry?
Answer: C57H42BiN2O2P2S3



Question: Which of these has the highest largest force on an atom?
Answer: C57H40I2NO2P2STl



Question: Which formula does entry 2 have?
Answer: C57H42BiN2O2P2S3



Question: Look up the net charge of the first one.
Answer: +2